Record 1
ORCA calculation (ωB97M-V/def2-TZVPD) on 2 unconnected molecules or ions with the total composition C2H5NO3.

2S+1: 1
SMILES string: O=CNC=O.O
Kohn-Sham gap (eV): 10.8
Highest occupied orbital energy (eV): -10.26
Energy (Eh): -359.67641
LUMO level (eV): 0.50

Cartesian coordinates (Å):
O  -0.825  2.545  -2.065
C  -0.235  1.514  -1.877
N  -0.479  0.781  -0.697
C  0.699  0.463  -0.021
O  1.796  0.684  -0.449
H  0.420  0.974  -2.558
H  -1.365  1.006  -0.282
H  0.477  0.155  1.015
O  0.056  -2.500  2.050
H  0.346  -3.115  2.741
H  -0.889  -2.505  2.144

Record 2
ORCA calculation (ωB97M-V/def2-TZVPD) on a molecular structure, C8H14Se.

2S+1: 1
Kohn-Sham gap (eV): 8.8
Highest occupied orbital energy (eV): -7.88
Energy (Eh): -2714.52702
LUMO level (eV): 0.91

Cartesian coordinates (Å):
C  0.779  0.077  -0.511
C  0.562  1.278  -0.060
C  -0.163  -1.055  -0.750
C  -1.225  1.811  0.632
C  -1.376  -1.126  0.258
C  2.171  -0.278  -0.908
C  1.519  2.435  0.235
C  -2.045  -2.430  0.427
Se  -2.503  0.471  -0.014
H  -0.533  -1.086  -1.827
H  0.354  -2.007  -0.602
H  -1.184  1.785  1.659
H  -1.433  2.823  0.314
H  -0.953  -0.973  1.216
H  2.316  -0.409  -1.990
H  2.290  -1.179  -0.343
H  3.068  0.365  -0.803
H  1.016  3.390  0.366
H  2.466  2.440  -0.188
H  1.833  2.244  1.275
H  -2.405  -3.093  -0.440
H  -3.010  -2.371  1.013
H  -1.544  -3.113  1.043

Record 3
ORCA calculation (ωB97M-V/def2-TZVPD) on 2 unconnected molecules or ions with the total composition C2H3NS2.

2S+1: 1
Kohn-Sham gap (spin up / spin down) (eV): 7.7 / 7.5
Highest occupied orbital energy (spin up / spin down) (eV): -8.39 / -8.15
Energy (Eh): -928.96819
LUMO level (spin up / spin down) (eV): -0.73 / -0.66

Cartesian coordinates (Å):
C  0.810  -1.595  -0.259
C  -0.379  0.909  0.078
N  1.014  -0.750  -1.076
S  -1.029  0.101  1.241
S  -0.184  2.422  -0.619
H  1.295  -2.524  0.134
H  -0.128  -1.627  0.556
H  -1.399  3.065  -0.054

Record 4
ORCA calculation (ωB97M-V/def2-TZVPD) on 3 unconnected molecules or ions with the total composition C20H33N2O8P.

2S+1: 1
SMILES string: CCOC(=O)CCCP(N=C(C)C)c1ccncc1.COC(=O)OC.COC(=O)OC
Kohn-Sham gap (eV): 8.5
Highest occupied orbital energy (eV): -8.18
Energy (Eh): -1834.65011
LUMO level (eV): 0.33

Cartesian coordinates (Å):
C  -1.649  2.558  2.762
C  -0.789  3.229  1.721
O  -1.321  2.915  0.423
C  -0.415  2.991  -0.597
O  0.093  4.028  -0.918
C  -0.143  1.667  -1.258
C  0.351  0.633  -0.244
C  0.565  -0.743  -0.876
P  1.942  -1.810  -0.281
N  1.642  -2.067  1.368
C  0.745  -1.575  2.132
C  1.093  -0.694  3.303
C  -0.720  -1.924  1.996
C  3.256  -0.536  -0.276
C  3.638  0.252  0.806
C  4.651  1.188  0.639
N  5.296  1.383  -0.509
C  4.933  0.628  -1.541
C  3.938  -0.342  -1.477
H  -1.242  2.755  3.754
H  -1.672  1.478  2.610
H  -2.671  2.933  2.727
H  -0.786  4.313  1.852
H  0.252  2.900  1.797
H  0.636  1.862  -1.994
H  -1.055  1.312  -1.741
H  -0.400  0.555  0.546
H  1.264  1.002  0.224
H  0.826  -0.619  -1.933
H  -0.362  -1.321  -0.880
H  0.876  0.343  3.040
H  2.141  -0.829  3.558
H  0.501  -0.954  4.182
H  -0.823  -2.995  1.828
H  -1.190  -1.376  1.179
H  -1.265  -1.679  2.907
H  3.152  0.137  1.763
H  4.947  1.814  1.473
H  5.463  0.792  -2.471
H  3.700  -0.931  -2.354
C  -4.057  4.928  -6.750
O  -3.493  5.763  -5.736
C  -2.622  5.143  -4.938
O  -2.304  3.984  -5.019
O  -2.174  6.017  -4.046
C  -1.217  5.476  -3.121
H  -4.736  5.565  -7.310
H  -3.280  4.543  -7.407
H  -4.605  4.100  -6.306
H  -0.336  5.122  -3.651
H  -1.660  4.666  -2.554
H  -0.947  6.287  -2.453
C  -2.518  -8.465  2.579
O  -1.137  -8.295  2.246
C  -0.657  -7.080  2.497
O  -1.280  -6.160  2.963
O  0.625  -7.052  2.145
C  1.263  -5.792  2.376
H  -2.758  -9.491  2.321
H  -2.679  -8.300  3.643
H  -3.138  -7.780  2.004
H  1.247  -5.543  3.435
H  0.777  -5.005  1.802
H  2.288  -5.904  2.039

Record 5
ORCA calculation (ωB97M-V/def2-TZVPD) on a molecular structure, C6H10N2.

2S+1: 1
Kohn-Sham gap (eV): 10.1
Highest occupied orbital energy (eV): -9.10
Energy (Eh): -343.90792
LUMO level (eV): 1.05

Cartesian coordinates (Å):
C  -0.399  -1.298  1.115
C  0.153  -0.236  0.236
C  -0.060  1.513  0.210
C  0.085  0.995  -1.278
C  1.701  0.702  -1.369
C  1.709  -0.089  -0.290
H  -2.122  -1.427  0.529
H  -2.036  -0.650  1.987
H  -0.205  -2.221  0.719
H  0.332  -0.980  1.955
H  -1.138  1.932  0.748
H  0.621  2.226  0.661
H  -0.327  1.698  -2.184
H  -0.444  -0.966  -1.546
H  2.375  1.110  -2.083
H  2.284  -0.789  0.119
N  -1.738  -1.395  1.395
N  -0.791  -0.123  -0.922

Record 6
ORCA calculation (ωB97M-V/def2-TZVPD) on 18 unconnected molecules or ions with the total composition C38H120N8O18.

2S+1: 1
Kohn-Sham gap (eV): 9.1
Highest occupied orbital energy (eV): -8.85
Energy (Eh): -3311.92023
LUMO level (eV): 0.30

Cartesian coordinates (Å):
C  0.834  3.412  -3.827
C  -0.446  2.606  -3.505
C  -1.627  3.433  -3.168
O  -1.389  4.215  -2.043
C  -2.419  5.175  -1.823
N  -0.732  1.726  -4.676
H  1.334  3.782  -2.892
H  0.666  4.232  -4.505
H  1.632  2.787  -4.233
H  -0.234  2.018  -2.624
H  -2.631  2.820  -3.178
H  -1.806  4.276  -3.964
H  -2.250  5.652  -0.869
H  -3.445  4.786  -1.831
H  -2.267  5.964  -2.569
H  -1.293  0.894  -4.551
H  -0.908  2.289  -5.465
C  4.993  1.988  -2.055
C  5.629  1.636  -0.704
C  4.837  0.501  -0.091
O  5.308  0.159  1.204
C  5.105  1.219  2.151
N  7.093  1.426  -0.824
H  3.937  2.151  -1.913
H  5.157  1.129  -2.825
H  5.416  2.968  -2.412
H  5.516  2.537  -0.078
H  4.980  -0.456  -0.650
H  3.772  0.700  -0.014
H  4.114  1.620  2.055
H  5.882  2.026  2.142
H  5.105  0.721  3.139
H  7.369  0.870  -1.619
H  7.471  0.856  -0.051
C  1.769  -0.630  -2.643
C  0.830  -1.526  -1.809
C  -0.394  -0.657  -1.307
O  -0.062  0.409  -0.513
C  -1.144  1.005  0.213
N  0.243  -2.695  -2.533
H  2.522  -1.261  -3.158
H  2.250  0.128  -2.080
H  1.261  -0.340  -3.572
H  1.352  -1.872  -0.948
H  -1.049  -1.451  -0.753
H  -0.956  -0.319  -2.175
H  -0.637  1.792  0.704
H  -1.529  0.366  1.022
H  -1.989  1.192  -0.443
H  -0.360  -3.270  -1.925
H  1.095  -3.214  -2.735
C  -4.073  2.802  2.086
C  -4.084  3.362  3.566
C  -5.093  2.597  4.352
O  -5.431  3.433  5.434
C  -6.381  2.893  6.318
N  -2.725  3.335  4.031
H  -5.010  2.983  1.506
H  -3.931  1.683  2.081
H  -3.207  3.239  1.615
H  -4.325  4.371  3.425
H  -4.686  1.603  4.687
H  -5.919  2.308  3.722
H  -7.415  3.158  6.069
H  -6.265  3.345  7.297
H  -6.380  1.760  6.334
H  -2.416  2.372  4.108
H  -2.686  3.769  4.953
C  1.290  5.402  2.762
C  1.376  3.907  3.040
C  1.543  3.690  4.560
O  2.625  4.322  5.107
C  3.859  3.810  4.612
N  0.142  3.149  2.735
H  1.104  5.699  1.729
H  2.243  5.920  3.103
H  0.525  5.878  3.370
H  2.209  3.429  2.501
H  1.759  2.652  4.820
H  0.657  4.151  5.028
H  3.805  2.702  4.684
H  4.697  4.155  5.191
H  4.051  4.116  3.554
H  -0.404  3.605  2.020
H  -0.407  3.137  3.597
C  -4.762  -6.073  0.309
C  -4.738  -4.949  -0.658
C  -6.114  -4.205  -0.655
O  -7.043  -5.174  -1.126
C  -8.363  -4.708  -0.889
N  -3.604  -4.037  -0.415
H  -3.790  -6.537  0.502
H  -5.545  -6.714  -0.162
H  -5.127  -5.814  1.312
H  -4.650  -5.432  -1.678
H  -6.078  -3.397  -1.444
H  -6.357  -3.730  0.330
H  -9.089  -5.506  -1.342
H  -8.508  -3.759  -1.363
H  -8.575  -4.590  0.199
H  -3.651  -3.296  -1.158
H  -3.537  -3.708  0.563
C  7.611  -1.325  -3.822
C  7.115  -2.291  -4.925
C  5.670  -2.054  -5.310
O  5.176  -3.012  -6.218
C  3.897  -2.617  -6.624
N  8.016  -2.216  -6.159
H  7.065  -1.462  -2.882
H  7.575  -0.302  -4.110
H  8.658  -1.577  -3.503
H  7.244  -3.298  -4.577
H  5.513  -1.034  -5.680
H  5.128  -2.101  -4.374
H  3.166  -2.562  -5.767
H  3.580  -3.343  -7.402
H  3.927  -1.677  -7.138
H  8.139  -1.194  -6.315
H  7.527  -2.673  -6.934
C  -6.542  -3.109  3.850
C  -5.366  -2.252  3.532
C  -5.750  -1.047  2.692
O  -6.335  -1.458  1.457
C  -6.704  -0.349  0.691
N  -4.535  -1.789  4.664
H  -6.241  -4.019  4.351
H  -7.149  -3.345  3.009
H  -7.102  -2.575  4.591
H  -4.703  -2.702  2.765
H  -4.808  -0.479  2.558
H  -6.459  -0.348  3.182
H  -7.603  0.102  1.112
H  -6.764  -0.651  -0.382
H  -5.815  0.334  0.733
H  -3.684  -2.313  4.728
H  -5.009  -2.075  5.502
C  4.848  5.679  0.971
C  3.693  5.254  0.110
O  3.606  3.870  0.209
H  5.880  5.236  0.775
H  4.580  5.521  1.950
H  4.967  6.740  0.957
H  4.007  5.519  -1.027
H  2.721  5.791  0.261
H  2.793  3.635  -0.234
C  3.240  -6.390  -3.247
C  2.994  -5.229  -2.283
O  1.652  -5.137  -1.762
H  3.158  -7.290  -2.723
H  4.298  -6.366  -3.530
H  2.600  -6.320  -4.120
H  3.092  -4.208  -2.815
H  3.713  -5.219  -1.462
H  1.406  -5.911  -1.216
C  3.553  -2.750  1.242
C  2.394  -1.911  1.687
O  2.416  -1.425  3.097
H  3.641  -3.664  1.840
H  4.469  -2.200  1.393
H  3.350  -3.024  0.178
H  1.472  -2.514  1.729
H  2.337  -1.096  1.047
H  3.185  -0.892  3.114
O  -3.802  -1.620  -3.094
H  -4.614  -1.185  -3.311
H  -3.157  -1.504  -3.724
O  0.976  3.159  -0.521
H  0.225  3.415  -1.043
H  0.964  2.179  -0.636
O  -0.081  -4.205  0.805
H  -0.860  -4.481  0.236
H  0.606  -3.869  0.193
O  -2.537  0.261  4.052
H  -1.615  0.000  3.857
H  -3.172  -0.413  4.329
O  -0.040  0.106  3.279
H  0.743  -0.357  3.275
H  0.269  1.085  3.100
O  -2.005  -2.350  2.437
H  -1.163  -2.671  2.077
H  -2.006  -1.421  2.248
O  -0.953  -1.602  -4.949
H  -0.570  -1.847  -4.090
H  -1.128  -2.444  -5.354

What is the formula in the first record? C2H5NO3